a:
Below is a structure of composition C25H27As2InN4O, with properties calculated with ωB97M-V/def2-TZVPD.

Computed properties:
HOMO energy in eV: -13.26
Charge: +2
Kohn-Sham gap in eV: 7.171

Last column: Mulliken charge in e.
Geometry (Å):
1 In -0.067 0.308 0.104  1.5617
2 C -1.204 -2.845 2.826  -1.3482
3 As -1.360 -1.035 2.128  0.7700
4 C -3.279 -0.834 1.860  -0.9710
5 C -1.020 0.162 3.630  0.3763
6 C -1.012 -0.370 4.916  -0.5315
7 C -0.741 0.434 6.013  -0.7963
8 C -0.463 1.781 5.835  -0.8092
9 C -0.476 2.320 4.558  -0.7446
10 C -0.752 1.527 3.449  0.0152
11 As -0.801 2.372 1.699  0.7828
12 C 0.541 3.769 1.754  -1.3413
13 C -2.488 3.349 1.774  -1.1631
14 H -2.024 -3.043 3.513  0.4617
15 H -0.249 -2.987 3.327  0.4140
16 H -1.266 -3.535 1.986  0.4171
17 H -3.773 -0.872 2.830  0.4830
18 H -3.653 -1.640 1.231  0.4438
19 H -3.494 0.123 1.386  0.1591
20 H -1.223 -1.420 5.075  0.3869
21 H -0.744 0.007 7.007  0.4331
22 H -0.236 2.409 6.685  0.4372
23 H -0.266 3.375 4.427  0.3664
24 H 0.233 4.588 2.399  0.4920
25 H 0.684 4.147 0.743  0.4414
26 H 1.483 3.352 2.107  0.3951
27 H -2.537 3.874 2.727  0.4463
28 H -3.330 2.665 1.696  0.3015
29 H -2.527 4.070 0.959  0.4672
30 O 0.863 1.148 -1.449  -0.6724
31 C 2.158 1.344 -1.728  0.4246
32 C 2.438 1.952 -2.959  -0.6857
33 C 3.725 2.266 -3.329  -0.4852
34 C 4.790 1.972 -2.478  -0.9171
35 C 4.539 1.346 -1.283  -0.8669
36 C 3.233 1.002 -0.882  0.7924
37 C 3.057 0.268 0.359  0.6041
38 N 1.914 -0.032 0.993  -0.0597
39 C 2.236 -0.753 2.131  -0.2904
40 C 3.578 -0.892 2.190  -0.9342
41 N 4.072 -0.254 1.080  -0.0587
42 H 1.603 2.183 -3.608  0.4672
43 H 3.907 2.746 -4.281  0.4342
44 H 5.800 2.232 -2.759  0.4273
45 H 5.381 1.130 -0.639  0.3460
46 H 1.482 -1.096 2.817  0.3583
47 H 4.207 -1.373 2.918  0.4464
48 H 5.045 -0.211 0.826  0.1685
49 N -6.625 0.424 -3.820  -0.3278
50 C -5.595 0.377 -3.317  -0.3258
51 C -4.334 0.329 -2.638  0.7171
52 C -3.739 -0.894 -2.338  -0.6511
53 C -2.561 -0.890 -1.618  -0.3876
54 N -1.970 0.241 -1.219  0.0077
55 C -2.511 1.417 -1.558  -0.2974
56 C -3.698 1.509 -2.253  -0.7704
57 H -4.185 -1.822 -2.667  0.5379
58 H -2.078 -1.817 -1.335  0.5047
59 H -1.954 2.302 -1.277  0.6176
60 H -4.128 2.468 -2.503  0.5298

b:
Below is a structure of composition C25H27As2InN4O, with properties calculated with ωB97M-V/def2-TZVPD.

Computed properties:
HOMO energy in eV: -13.31
Charge: +2
Kohn-Sham gap in eV: 7.168

Last column: Mulliken charge in e.
Geometry (Å):
1 In 0.178 -0.121 0.497  1.2467
2 C 1.961 2.862 2.255  -1.2692
3 As 0.622 2.391 0.960  0.5157
4 C 1.267 3.052 -0.739  -1.0093
5 C -1.004 3.309 1.397  0.6292
6 C -0.940 4.369 2.295  -0.6092
7 C -2.088 5.084 2.606  -0.7423
8 C -3.293 4.737 2.019  -0.8751
9 C -3.357 3.671 1.131  -0.6051
10 C -2.219 2.942 0.805  0.0012
11 As -2.325 1.427 -0.413  0.6421
12 C -2.520 2.333 -2.130  -1.1961
13 C -4.164 0.840 -0.157  -1.5428
14 H 1.630 2.576 3.251  0.4180
15 H 2.151 3.933 2.213  0.4980
16 H 2.870 2.319 2.002  0.4183
17 H 1.268 4.140 -0.719  0.4313
18 H 0.621 2.700 -1.541  0.2591
19 H 2.278 2.682 -0.904  0.4769
20 H -0.003 4.649 2.757  0.3562
21 H -2.036 5.909 3.303  0.4247
22 H -4.191 5.293 2.253  0.4271
23 H -4.314 3.416 0.695  0.2983
24 H -3.336 3.050 -2.053  0.4493
25 H -2.754 1.601 -2.902  0.5054
26 H -1.608 2.860 -2.401  0.3247
27 H -4.856 1.631 -0.436  0.5432
28 H -4.332 0.554 0.879  0.4374
29 H -4.350 -0.016 -0.806  0.4706
30 O 1.768 -1.155 1.188  -0.6739
31 C 2.712 -1.806 0.499  0.6979
32 C 3.843 -2.222 1.210  -0.6705
33 C 4.874 -2.889 0.589  -0.4858
34 C 4.817 -3.162 -0.779  -0.8678
35 C 3.713 -2.769 -1.491  -1.1755
36 C 2.634 -2.099 -0.882  0.6383
37 C 1.480 -1.758 -1.713  0.9378
38 N 0.451 -0.940 -1.441  -0.0288
39 C -0.391 -0.925 -2.543  -0.2398
40 C 0.127 -1.735 -3.489  -0.8105
41 N 1.288 -2.246 -2.954  -0.0723
42 H 3.879 -1.996 2.267  0.4657
43 H 5.737 -3.194 1.165  0.4217
44 H 5.631 -3.671 -1.274  0.4345
45 H 3.702 -2.969 -2.555  0.3225
46 H -1.287 -0.333 -2.563  0.3677
47 H -0.215 -1.993 -4.475  0.4404
48 H 1.890 -2.913 -3.407  0.1775
49 N -4.190 -5.059 4.183  -0.3306
50 C -3.549 -4.292 3.620  -0.3051
51 C -2.754 -3.330 2.909  0.7545
52 C -3.159 -2.874 1.658  -0.9641
53 C -2.374 -1.944 1.013  -0.1710
54 N -1.240 -1.469 1.543  -0.1670
55 C -0.833 -1.933 2.739  -0.2054
56 C -1.566 -2.853 3.456  -0.7635
57 H -4.064 -3.242 1.197  0.5301
58 H -2.641 -1.573 0.032  0.7610
59 H 0.117 -1.567 3.106  0.5378
60 H -1.215 -3.200 4.418  0.5195

Stability ranking, top and bottom: b is the most stable and a is the least stable.